# 1
Below is a molecular structure, C17H39CuGeNPS2, with properties calculated with the ωB97M-V functional and the def2-TZVPD basis.

Cartesian coordinates (Å):
Cu -15.736 -2.510 -4.936
C -12.609 -0.756 -6.051
C -13.303 0.008 -4.900
P -14.221 -1.209 -3.894
C -14.678 -0.126 -2.455
C -16.151 0.277 -2.307
C -12.809 -2.125 -3.101
C -13.059 -3.630 -3.007
H -12.226 -0.126 -6.812
H -13.256 -1.471 -6.504
H -11.756 -1.323 -5.546
H -13.950 0.825 -5.251
H -12.519 0.455 -4.283
H -14.173 0.864 -2.500
H -14.320 -0.619 -1.535
H -16.311 0.923 -1.412
H -16.812 -0.593 -2.223
H -16.475 0.785 -3.224
H -12.664 -1.651 -2.054
H -11.860 -1.818 -3.654
H -13.603 -3.963 -3.867
H -13.808 -3.800 -2.184
H -12.116 -4.150 -2.847
C -15.844 -5.027 -11.066
C -16.571 -3.858 -10.355
C -16.014 -3.550 -8.957
C -16.580 -4.389 -7.842
Ge -15.229 -4.259 -6.394
C -15.613 -5.939 -5.600
C -15.019 -7.117 -6.399
C -15.755 -8.400 -6.012
C -15.077 -9.715 -6.374
H -16.288 -5.214 -12.024
H -15.896 -5.920 -10.433
H -14.780 -4.800 -11.207
H -17.665 -3.972 -10.309
H -16.322 -2.993 -10.967
H -16.104 -2.462 -8.690
H -14.929 -3.622 -8.948
H -16.897 -5.441 -8.076
H -17.441 -3.880 -7.512
H -13.783 -4.102 -6.953
H -16.695 -6.002 -5.584
H -15.243 -5.937 -4.566
H -13.951 -7.322 -6.292
H -15.074 -7.136 -7.511
H -16.723 -8.384 -6.486
H -16.018 -8.358 -4.911
H -15.023 -9.858 -7.511
H -15.675 -10.611 -6.065
H -14.078 -9.785 -5.997
S -17.920 -2.045 -5.253
C -18.492 -0.632 -5.954
N -18.585 -0.397 -7.278
C -19.309 0.799 -7.712
C -19.591 1.688 -6.457
S -19.016 0.707 -4.966
H -18.402 -1.230 -7.809
H -20.160 0.526 -8.334
H -18.626 1.392 -8.352
H -20.661 1.796 -6.260
H -19.075 2.671 -6.546

Output
- Frontier orbital gap: 5.93 eV
- Net charge: +2
- HOMO level: -0.5657 Eh
- Lowest unoccupied orbital energy: -9.46 eV

Atomic partial charges in e from the natural (NBO) method, atoms 1 to 8:
1 Cu 0.65
2 C -0.61
3 C -0.70
4 P 0.83
5 C -0.69
6 C -0.61
7 C -0.70
8 C -0.61

=====

# 2
Below is a molecular structure, C13H19ClO6OsSSb, with properties calculated with the ωB97M-V functional and the def2-TZVPD basis.

Cartesian coordinates (Å):
Os 1.725 -0.409 -0.571
Cl 2.339 3.828 5.322
C 2.172 2.616 4.110
C 2.058 1.275 4.483
C 1.925 0.288 3.529
C 1.904 0.620 2.178
O 1.785 -0.409 1.308
C 2.019 1.969 1.797
C 1.993 2.386 0.429
O 1.849 1.646 -0.557
C 2.156 2.962 2.781
H 2.080 1.015 5.533
H 1.846 -0.754 3.807
H 2.099 3.453 0.217
H 2.249 4.000 2.487
O 2.849 -2.763 -3.329
S 2.349 -1.915 -2.328
O 1.218 -0.952 -2.681
O 3.288 -0.815 -1.747
O 1.848 -2.503 -1.026
C -1.367 -3.184 -0.055
C -1.524 -2.372 -1.336
Sb -0.831 -0.391 -1.079
C -1.844 0.379 0.630
C -3.357 0.253 0.466
C -1.290 0.826 -2.752
C -1.751 0.002 -3.950
H -1.737 -4.196 -0.213
H -1.935 -2.755 0.773
H -0.320 -3.257 0.240
H -2.564 -2.293 -1.655
H -0.948 -2.787 -2.161
H -1.530 1.417 0.743
H -1.477 -0.176 1.493
H -3.719 0.794 -0.410
H -3.865 0.668 1.336
H -3.667 -0.788 0.372
H -0.372 1.373 -2.967
H -2.046 1.540 -2.423
H -0.987 -0.709 -4.259
H -1.949 0.663 -4.794
H -2.671 -0.545 -3.740

Output
- Frontier orbital gap (spin up / spin down): 7.36 / 7.36 eV
- Net charge: +1
- HOMO level (spin up / spin down): -0.4591 / -0.4591 Eh
- Lowest unoccupied orbital energy (spin up / spin down): -5.13 / -5.13 eV

Atomic partial charges in e from the natural (NBO) method, atoms 1 to 8:
1 Os 1.17
2 Cl 0.07
3 C -0.06
4 C -0.15
5 C -0.19
6 C 0.33
7 O -0.59
8 C -0.25

=====

# 3
Below is a molecular structure, C36H35F5N3O3PS5Y, with properties calculated with the ωB97M-V functional and the def2-TZVPD basis.

Cartesian coordinates (Å):
Y 0.707 -0.991 0.083
C 0.103 1.664 3.304
C -0.466 0.506 4.121
S -0.867 -0.933 3.117
C -0.119 -2.260 4.066
C 1.393 -2.158 4.224
S 2.301 -1.978 2.671
C 3.409 -0.615 3.055
C 2.734 0.710 3.411
S 1.494 1.285 2.223
H -0.659 2.063 2.630
H 0.395 2.480 3.966
H 0.226 0.211 4.908
H -1.375 0.851 4.617
H -0.583 -2.338 5.050
H -0.391 -3.153 3.503
H 1.671 -1.320 4.861
H 1.761 -3.061 4.712
H 4.079 -0.909 3.863
H 4.022 -0.503 2.162
H 2.240 0.648 4.379
H 3.500 1.479 3.495
N 0.505 -2.714 -2.214
N 0.090 -1.898 -3.272
C 0.294 -0.551 -3.137
O 0.259 0.197 -4.103
O 0.500 -0.156 -1.909
H 1.344 -3.222 -2.475
H -0.229 -3.367 -1.962
H 0.082 -2.256 -4.215
F 3.838 -7.264 1.040
C 2.860 -6.366 0.960
C 1.586 -6.680 1.394
F 1.344 -7.889 1.895
C 0.573 -5.743 1.308
F -0.634 -6.102 1.753
C 0.771 -4.467 0.792
S -0.550 -3.294 0.732
C 2.063 -4.206 0.373
F 2.376 -2.977 -0.139
C 3.103 -5.109 0.444
F 4.326 -4.774 0.034
O -1.213 0.146 0.286
P -2.093 1.128 -0.503
C -1.155 2.382 -1.369
C 0.024 2.833 -0.771
C 0.749 3.863 -1.345
C 0.291 4.466 -2.512
C -0.886 4.035 -3.103
C -1.610 2.994 -2.535
C -3.171 0.291 -1.642
C -2.817 0.083 -2.976
C -3.661 -0.634 -3.811
C -4.850 -1.151 -3.317
C -5.205 -0.957 -1.988
C -4.372 -0.234 -1.152
C -3.125 2.005 0.681
C -3.756 3.206 0.351
C -4.568 3.846 1.275
C -4.759 3.290 2.535
C -4.145 2.091 2.866
C -3.332 1.446 1.941
H 0.398 2.369 0.133
H 1.667 4.196 -0.878
H 0.852 5.277 -2.958
H -1.243 4.503 -4.012
H -2.526 2.669 -3.009
H -1.884 0.465 -3.373
H -3.384 -0.791 -4.846
H -5.507 -1.711 -3.971
H -6.131 -1.365 -1.604
H -4.658 -0.082 -0.118
H -3.604 3.660 -0.621
H -5.045 4.783 1.017
H -5.390 3.794 3.257
H -4.304 1.650 3.842
H -2.872 0.498 2.192
S 3.330 0.148 -0.318
C 3.680 1.105 -1.718
N 2.749 1.361 -2.651
C 2.961 2.085 -3.777
C 4.185 2.632 -4.010
C 5.188 2.421 -3.056
C 4.946 1.679 -1.930
H 1.821 0.966 -2.488
H 2.106 2.166 -4.432
H 4.363 3.204 -4.908
H 6.172 2.846 -3.208
H 5.712 1.503 -1.189

Output
- Frontier orbital gap: 7.83 eV
- Net charge: +1
- HOMO level: -0.3730 Eh
- Lowest unoccupied orbital energy: -2.32 eV

Atomic partial charges in e from the Mulliken method, atoms 1 to 8:
1 Y -0.35
2 C -0.48
3 C -1.25
4 S 0.11
5 C -0.82
6 C -1.03
7 S 0.37
8 C -1.01

=====

# 4
Below is a molecular structure, C30H31F6GeIrN3O7S2, with properties calculated with the ωB97M-V functional and the def2-TZVPD basis.

Cartesian coordinates (Å):
Ir 2.367 1.453 -1.705
O 3.563 -0.033 -0.712
C 4.104 0.196 0.622
C 3.613 1.511 0.959
C 3.479 1.982 2.261
C 3.042 3.314 2.549
C 2.755 4.146 1.456
C 2.838 3.613 0.173
N 3.116 2.286 -0.086
H 3.943 -0.791 -1.175
H 5.161 0.096 0.611
H 3.673 -0.623 1.173
H 3.626 1.261 3.096
H 2.843 3.704 3.533
H 2.572 5.195 1.636
H 2.605 4.266 -0.646
F -1.714 5.013 -3.221
C -0.421 4.740 -3.313
F 0.242 5.535 -2.482
F -0.049 5.109 -4.565
S -0.256 2.831 -3.156
O 1.250 2.731 -3.018
O -0.828 2.378 -4.415
N -1.185 2.246 -1.927
S -0.705 1.909 -0.476
O -1.649 1.070 0.256
O 0.687 1.469 -0.435
C -0.682 3.518 0.458
F -0.341 3.247 1.753
F 0.187 4.541 0.000
F -1.928 4.052 0.497
C -2.909 -0.508 4.883
Ge -1.864 -1.625 3.440
C -0.692 -2.496 4.661
C -0.466 -3.830 4.458
C 0.314 -4.578 5.377
C 0.888 -3.909 6.488
C 0.557 -2.598 6.708
C -0.154 -1.835 5.792
C -3.190 -3.072 3.234
C -3.475 -3.952 4.297
C -4.233 -5.155 4.060
C -4.710 -5.363 2.809
C -4.616 -4.386 1.753
C -5.302 -4.600 0.531
C -5.273 -3.636 -0.481
C -4.674 -2.387 -0.179
C -4.098 -2.114 1.036
C -3.918 -3.128 2.007
H -3.152 -1.155 5.759
H -3.878 -0.080 4.559
H -2.398 0.366 5.369
H -0.904 -4.364 3.626
H 0.587 -5.586 5.185
H 1.570 -4.371 7.236
H 0.846 -2.099 7.614
H -0.403 -0.807 6.037
H -3.024 -3.841 5.285
H -4.546 -5.797 4.898
H -5.224 -6.324 2.609
H -5.914 -5.522 0.407
H -5.714 -3.751 -1.449
H -4.691 -1.581 -0.924
H -3.804 -1.070 1.292
O 3.324 -0.617 -4.485
C 3.144 0.606 -4.252
O 3.538 1.253 -3.149
C 2.674 1.459 -5.418
N 1.343 1.149 -6.102
C 1.404 1.691 -7.484
C 2.822 1.808 -7.915
C 3.651 1.417 -6.689
H 2.478 2.482 -5.138
H 0.486 1.570 -5.665
H 1.247 0.121 -6.087
H 0.914 2.695 -7.498
H 0.777 1.048 -8.067
H 3.034 2.852 -8.216
H 3.115 1.227 -8.823
H 4.539 2.015 -6.367
H 4.064 0.414 -6.720

Output
- Frontier orbital gap (spin up / spin down): 6.10 / 4.36 eV
- Net charge: +2
- HOMO level (spin up / spin down): -0.4224 / -0.4699 Eh
- Spin multiplicity: 6
- Lowest unoccupied orbital energy (spin up / spin down): -5.39 / -8.43 eV

Atomic partial charges in e from the Mulliken method, atoms 1 to 8:
1 Ir 1.76
2 O -0.45
3 C -0.41
4 C 0.33
5 C -0.71
6 C -0.32
7 C -0.66
8 C -0.34

=====

# 5
Below is a molecular structure, C8H22ClFeN2O2, with properties calculated with the ωB97M-V functional and the def2-TZVPD basis.

Cartesian coordinates (Å):
Fe -3.652 2.093 2.474
Cl -2.375 0.586 1.210
C 0.875 0.878 -6.065
C 0.552 1.876 -4.947
C -0.355 1.292 -3.895
O -0.690 2.362 -3.051
C -1.521 1.968 -1.971
N 1.734 2.338 -4.248
H -0.048 0.699 -6.613
H 1.282 -0.070 -5.718
H 1.605 1.267 -6.776
H 0.032 2.753 -5.384
H 0.162 0.466 -3.384
H -1.248 0.873 -4.370
H -0.980 1.918 -1.022
H -1.961 0.980 -2.111
H -2.314 2.698 -1.822
H 2.177 3.142 -4.705
H 1.458 2.583 -3.275
C -0.583 -3.305 3.095
C -0.602 -2.201 4.122
C 0.513 -1.194 4.073
O 1.761 -1.857 4.244
C 2.813 -0.941 4.295
N -1.880 -1.426 4.000
H -1.441 -3.965 3.033
H 0.323 -3.915 3.233
H -0.357 -2.899 2.099
H -0.698 -2.527 5.160
H 0.399 -0.493 4.912
H 0.556 -0.591 3.152
H 3.756 -1.478 4.285
H 2.697 -0.321 5.193
H 2.801 -0.251 3.438
H -2.647 -2.015 4.313
H -2.144 -1.319 3.023

Output
- Frontier orbital gap (spin up / spin down): 4.13 / 2.42 eV
- Net charge: +1
- HOMO level (spin up / spin down): -0.2679 / -0.4105 Eh
- Spin multiplicity: 9
- Lowest unoccupied orbital energy (spin up / spin down): -3.16 / -8.75 eV

Atomic partial charges in e from the natural (NBO) method, atoms 1 to 8:
1 Fe 0.54
2 Cl -0.54
3 C -0.62
4 C -0.13
5 C -0.09
6 O -0.53
7 C -0.27
8 N -0.26

=====

# 6
Below is 2 unconnected molecules or ions with the total composition CH3O2S2, with properties calculated with the ωB97M-V functional and the def2-TZVPD basis.

Cartesian coordinates (Å):
C 0.818 0.457 0.228
O -1.792 0.528 0.373
O -0.510 -1.696 -0.181
S 2.210 -0.226 -0.181
S -0.770 0.010 -0.543
H 0.728 1.193 0.940
H 0.184 1.534 -1.387
H -0.869 -1.800 0.751

Output
- Frontier orbital gap (spin up / spin down): 6.63 / 6.62 eV
- Net charge: -1
- HOMO level (spin up / spin down): -0.1073 / -0.1072 Eh
- Lowest unoccupied orbital energy (spin up / spin down): 3.71 / 3.71 eV

Population analysis type natural (NBO), resulting atomic charges in e:
1 C -0.57
2 O -1.02
3 O -0.97
4 S -0.17
5 S 1.42
6 H 0.18
7 H -0.31
8 H 0.45

=====

# 7
Below is a molecular structure, C30H48GeN2OP2SSiV, with properties calculated with the ωB97M-V functional and the def2-TZVPD basis.

Cartesian coordinates (Å):
V -0.186 -0.061 0.338
C 3.194 1.289 0.809
P 2.237 -0.250 0.564
C 3.352 -1.205 -0.519
C 2.490 -1.101 2.174
C 1.658 -0.467 3.288
P -0.036 0.021 2.705
C -0.300 1.592 3.593
C -1.153 -1.105 3.604
H 4.214 1.079 1.138
H 2.699 1.918 1.547
H 3.229 1.855 -0.121
H 4.365 -1.224 -0.110
H 3.380 -0.769 -1.517
H 2.983 -2.226 -0.606
H 3.555 -1.106 2.430
H 2.178 -2.139 2.021
H 2.143 0.445 3.651
H 1.575 -1.147 4.141
H -0.158 1.471 4.668
H -1.309 1.951 3.403
H 0.391 2.343 3.216
H -0.893 -1.193 4.659
H -1.110 -2.079 3.127
H -2.177 -0.736 3.507
C 0.012 4.353 -2.318
Ge -0.519 2.517 -1.832
C 0.510 1.275 -3.004
C -2.406 2.389 -2.386
C -0.203 2.076 0.024
H -0.158 4.553 -3.370
H 1.064 4.521 -2.106
H -0.566 5.066 -1.738
H -0.072 0.939 -3.861
H 0.860 0.390 -2.461
H 1.396 1.775 -3.394
H -2.522 2.806 -3.382
H -3.023 2.966 -1.701
H -2.798 1.374 -2.386
H -1.017 2.563 0.577
H 0.710 2.614 0.302
C -2.550 -1.942 -3.348
N -2.382 -1.083 -2.195
C -2.983 -1.245 -1.016
N -3.874 -2.250 -0.844
S -2.693 -0.148 0.250
H -2.046 -1.479 -4.194
H -3.609 -2.058 -3.593
H -2.095 -2.919 -3.178
H -1.816 -0.242 -2.303
H -3.855 -3.062 -1.443
H -4.145 -2.434 0.108
O -0.063 -2.147 0.152
Si -0.024 -3.715 -0.054
C 1.169 -4.574 1.139
C 2.410 -5.028 0.704
C 3.337 -5.572 1.579
C 3.039 -5.678 2.923
C 1.809 -5.238 3.383
C 0.894 -4.697 2.499
C -1.735 -4.537 0.108
C -2.350 -5.173 -0.968
C -3.641 -5.676 -0.886
C -4.356 -5.561 0.293
C -3.764 -4.944 1.384
C -2.479 -4.444 1.284
C 0.566 -4.101 -1.805
C 0.798 -5.389 -2.280
C 1.200 -5.616 -3.583
C 1.382 -4.547 -4.447
C 1.162 -3.258 -3.997
C 0.758 -3.046 -2.688
H 2.673 -4.943 -0.341
H 4.296 -5.911 1.207
H 3.756 -6.103 3.608
H 1.563 -5.316 4.433
H -0.047 -4.356 2.895
H -1.815 -5.278 -1.902
H -4.086 -6.165 -1.745
H -5.360 -5.953 0.365
H -4.309 -4.850 2.314
H -2.066 -3.944 2.144
H 0.661 -6.234 -1.621
H 1.375 -6.625 -3.928
H 1.700 -4.722 -5.465
H 1.310 -2.417 -4.663
H 0.592 -2.039 -2.333

Output
- Frontier orbital gap (spin up / spin down): 7.18 / 7.98 eV
- Net charge: 0
- HOMO level (spin up / spin down): -0.2414 / -0.2710 Eh
- Spin multiplicity: 4
- Lowest unoccupied orbital energy (spin up / spin down): 0.61 / 0.61 eV

Atomic partial charges in e from the Mulliken method, atoms 1 to 8:
1 V -0.44
2 C -1.57
3 P 1.07
4 C -1.08
5 C 0.21
6 C -1.87
7 P 1.76
8 C -1.58